ORCA calculation (ωB97M-V with the def2-TZVPD basis set) on a 15-piece molecular cluster, C84H213N15O27 overall in a non-equilibrium geometry.

Energy above the lowest of the compared OMol25 structures with the same formula, charge and spin (kcal per mole): 21.7
Energy (eV): -168175.40583
Kohn-Sham gap (eV): 8.379
HOMO (eV): -7.87
2S+1: 1

Last column: Löwdin charge in e.
Atoms and positions in Å:
C 29.48285 21.40403 19.45382  -0.1529
O 28.11725 21.42869 19.31783  -0.1992
C 27.50675 20.33245 19.99005  -0.1974
C 26.04804 20.45302 19.65659  -0.1991
N 25.31612 19.43271 20.35312  -0.0550
C 23.92360 19.50771 20.13925  -0.2210
C 23.11808 18.36918 20.76578  -0.2046
O 21.78037 18.43201 20.32210  -0.2013
C 20.88796 17.68181 21.17799  -0.0782
H 29.95301 22.26600 18.98048  0.0840
H 30.01541 20.57426 18.98912  0.0901
H 29.73611 21.43981 20.51339  0.0901
H 27.76243 20.29787 21.04907  0.1288
H 27.92128 19.40106 19.60432  0.0988
H 25.88473 20.41133 18.57971  0.1158
H 25.64059 21.43052 19.91461  0.0987
H 25.65045 18.50662 20.12799  0.0375
H 23.74638 19.45781 19.06491  0.0901
H 23.54902 20.48082 20.45680  0.1116
H 23.19744 18.44144 21.85048  0.1208
H 23.54425 17.41766 20.44785  0.1100
H 20.84791 18.28807 22.08295  0.0720
H 20.99914 16.65265 21.51944  0.0780
H 19.95415 17.67525 20.61580  0.0582
C 26.35508 16.34026 13.79982  -0.0875
O 26.78208 17.69279 13.87306  -0.1846
C 25.73647 18.57866 13.61016  -0.2238
C 26.21339 20.02065 13.35362  -0.1855
N 26.64626 20.16211 11.97630  -0.0381
C 27.40490 21.37766 11.79232  -0.2067
C 27.76590 21.54868 10.33613  -0.2107
O 28.52305 20.51691 9.70363  -0.1987
C 29.86198 20.28679 10.16841  -0.0821
H 25.55701 16.15649 14.51914  0.0741
H 27.22307 15.79840 14.17541  0.0906
H 26.14628 15.99293 12.78796  0.0790
H 25.09822 18.58339 14.49375  0.1072
H 25.21862 18.20313 12.72761  0.1093
H 27.04537 20.15107 14.04565  0.1091
H 25.41783 20.72080 13.60852  0.0892
H 27.09090 19.30094 11.69210  0.1147
H 28.31631 21.25957 12.37839  0.0902
H 26.76452 22.21268 12.07647  0.1164
H 28.22726 22.52152 10.16630  0.1210
H 26.79897 21.57804 9.83386  0.1014
H 30.44200 19.63768 9.51241  0.0911
H 29.85543 20.00728 11.22194  0.0685
H 30.38381 21.24282 10.21055  0.0801
C 27.38346 13.17133 21.96311  -0.1134
O 27.09033 14.42492 21.40960  -0.2116
C 28.11200 15.38262 21.14085  -0.1790
C 27.37627 16.78239 21.08208  -0.1322
N 26.18063 16.80610 20.13383  -0.0671
C 26.46854 16.71142 18.67053  -0.1596
C 25.18525 16.83895 17.82369  -0.1642
O 24.32604 15.66699 17.94884  -0.1693
C 23.07172 15.93402 17.40101  -0.1317
H 28.11779 12.53143 21.47383  0.0837
H 26.45911 12.59514 22.00409  0.0886
H 27.72562 13.34225 22.98381  0.0840
H 28.54085 15.16278 20.16317  0.1083
H 28.91263 15.37571 21.88046  0.1161
H 28.05845 17.57767 20.78165  0.0894
H 27.06721 17.18308 22.04750  0.1134
H 25.63441 15.98136 20.33762  0.0993
H 26.99209 15.78012 18.45451  0.1116
H 27.12444 17.49615 18.29357  0.1120
H 25.45619 16.90388 16.76990  0.1059
H 24.64902 17.75937 18.05478  0.1029
H 22.45319 15.04005 17.48070  0.0890
H 23.19860 16.17400 16.34535  0.0685
H 22.53870 16.80926 17.77240  0.0777
C 25.97437 21.05619 6.24297  -0.1080
O 25.18779 20.06940 6.89148  -0.1808
C 25.68384 19.53493 8.10985  -0.2232
C 25.05550 18.19055 8.33562  -0.2044
N 25.25122 17.60839 9.67938  -0.0468
C 24.54061 16.31741 9.87077  -0.1591
C 22.97428 16.52595 10.07567  -0.1722
O 22.67551 17.53770 11.06796  -0.2344
C 21.31830 17.85731 11.34238  -0.1098
H 25.79344 21.04829 5.16812  0.0852
H 27.00614 20.71777 6.14798  0.0762
H 26.03362 22.03444 6.72007  0.0870
H 25.35467 20.12617 8.96436  0.0926
H 26.77106 19.47706 8.05792  0.1179
H 25.48601 17.53457 7.57902  0.1217
H 23.98364 18.20334 8.13798  0.1106
H 24.94999 18.27685 10.37402  0.0679
H 24.99279 15.69751 10.64495  0.0899
H 24.45538 15.80174 8.91425  0.1081
H 22.55273 15.60355 10.47515  0.1058
H 22.60948 16.76956 9.07783  0.1076
H 20.78731 18.14502 10.43497  0.0897
H 21.11860 18.62890 12.08593  0.0650
H 20.85925 16.93033 11.68599  0.0705
C 20.09453 26.88023 17.52746  -0.1337
O 20.23572 25.55878 17.17546  -0.1724
C 19.59985 24.67845 18.05176  -0.1961
C 20.32087 24.42860 19.41601  -0.1822
N 21.74714 24.15098 19.28587  -0.0306
C 22.35317 23.88085 20.60280  -0.1970
C 23.80126 23.59222 20.43179  -0.2373
O 24.56991 24.79742 20.26332  -0.2061
C 25.97433 24.63574 20.50324  -0.0854
H 20.60899 27.48019 16.77681  0.0843
H 20.49452 27.24341 18.47414  0.0840
H 19.07155 27.25655 17.52570  0.0905
H 19.62913 23.66834 17.64319  0.1007
H 18.55612 24.92044 18.25215  0.1083
H 19.82289 23.59029 19.90320  0.0967
H 20.24880 25.36710 19.96567  0.0881
H 22.26277 24.93968 18.92229  0.1134
H 21.89123 22.97692 20.99982  0.0884
H 22.37431 24.71816 21.30035  0.1289
H 23.99696 22.93569 19.58398  0.1097
H 24.15664 23.07619 21.32370  0.1190
H 26.21085 24.37592 21.53506  0.0890
H 26.34494 25.61397 20.19695  0.0898
H 26.32735 23.87759 19.80418  0.0681
C 26.71300 25.73245 13.29090  -0.1180
O 25.78459 26.26096 14.24695  -0.1990
C 26.24491 26.12590 15.64968  -0.1564
C 26.09173 24.68383 16.11582  -0.2068
N 27.38995 24.05718 16.00577  -0.0669
C 27.33297 22.61534 16.31019  -0.1757
C 28.71379 21.99283 16.13445  -0.2305
O 29.07539 22.07022 14.77252  -0.1957
C 30.16220 21.19670 14.44603  -0.1054
H 26.35407 25.79443 12.26356  0.0840
H 26.87105 24.65917 13.39674  0.0613
H 27.68664 26.22233 13.30341  0.0871
H 25.58574 26.74916 16.25395  0.1122
H 27.21847 26.59513 15.79148  0.1204
H 25.42412 24.11840 15.46568  0.1015
H 25.74188 24.57004 17.14186  0.1130
H 27.92821 24.29821 15.18584  0.0892
H 26.52025 22.09446 15.80395  0.1088
H 27.18576 22.54836 17.38813  0.0958
H 28.73450 20.96822 16.50572  0.1151
H 29.47719 22.46454 16.75316  0.1120
H 29.85879 20.14979 14.45132  0.0845
H 31.07617 21.26632 15.03586  0.0884
H 30.42582 21.35516 13.40033  0.0705
C 15.28563 25.25185 19.25140  -0.0726
O 15.34502 24.42442 20.42821  -0.2189
C 14.13931 23.76522 20.77595  -0.1880
C 14.26254 22.82758 22.04139  -0.1663
N 15.27273 21.76693 21.84624  -0.0308
C 15.38331 20.95672 23.04508  -0.2076
C 16.34694 19.80125 22.85082  -0.1804
O 15.80897 18.85598 21.89936  -0.2377
C 16.63885 17.70966 21.75518  -0.0943
H 14.55828 26.06366 19.25493  0.0882
H 14.98211 24.65389 18.39208  0.0641
H 16.28145 25.60478 18.98329  0.0771
H 13.72041 23.25206 19.91034  0.1105
H 13.42481 24.53788 21.05984  0.1157
H 13.27944 22.48755 22.36694  0.1157
H 14.59680 23.47757 22.85002  0.1041
H 14.84234 21.18660 21.14050  0.0495
H 14.44083 20.50211 23.35031  0.1067
H 15.72957 21.56628 23.87973  0.1159
H 16.58067 19.35058 23.81538  0.1250
H 17.27382 20.12647 22.37836  0.1033
H 16.13236 16.87433 21.27167  0.0813
H 17.04398 17.32947 22.69296  0.0884
H 17.53278 17.95874 21.18337  0.0715
C 18.84566 25.82398 13.67188  -0.1138
O 20.10055 25.75916 13.08444  -0.1997
C 21.25017 25.63619 14.00117  -0.1572
C 21.51322 24.26529 14.62680  -0.2012
N 21.77103 23.17879 13.66007  -0.0165
C 23.02769 23.41229 12.88053  -0.1929
C 23.39198 22.22716 12.06341  -0.2013
O 22.31739 22.02235 11.11630  -0.1812
C 22.53208 20.94367 10.23208  -0.0903
H 18.12300 25.73652 12.86058  0.0808
H 18.70747 26.84013 14.04125  0.0896
H 18.75312 24.97177 14.34514  0.0810
H 21.20307 26.40138 14.77600  0.0994
H 22.16063 25.91380 13.47003  0.1081
H 20.63075 23.92076 15.16592  0.0913
H 22.30935 24.32975 15.36850  0.1122
H 21.06080 23.12058 12.94433  0.0724
H 23.84422 23.62858 13.56944  0.1077
H 22.93081 24.33108 12.30213  0.1154
H 23.53721 21.38695 12.74242  0.1000
H 24.35908 22.35581 11.57733  0.1122
H 22.73257 19.98651 10.71349  0.0652
H 23.39652 21.13820 9.59725  0.0790
H 21.64239 20.77313 9.62590  0.0880
C 16.26095 22.79071 16.38938  -0.1183
O 16.75558 22.53444 15.09820  -0.1583
C 17.81150 21.54282 15.22248  -0.2004
C 18.57253 21.50939 13.93119  -0.2178
N 17.82971 20.76725 12.92241  -0.0510
C 18.44331 20.58714 11.62531  -0.1622
C 18.90416 21.91510 10.89347  -0.2275
O 17.98344 22.95073 10.87676  -0.1931
C 18.41959 24.13972 10.23198  -0.0911
H 15.85852 21.89288 16.85848  0.0786
H 15.47289 23.54367 16.37883  0.0787
H 17.01570 23.20650 17.05689  0.0697
H 17.47547 20.53674 15.47344  0.1194
H 18.54313 21.88013 15.95668  0.0988
H 19.59547 21.15557 14.05959  0.1026
H 18.66199 22.54983 13.61882  0.1072
H 17.05712 21.39681 12.75853  0.1025
H 17.59656 20.19339 11.06310  0.1164
H 19.33988 19.97386 11.71556  0.0944
H 19.16387 21.65757 9.86666  0.1174
H 19.74731 22.28692 11.47566  0.0891
H 17.62122 24.88088 10.26905  0.0860
H 18.61126 23.93545 9.17858  0.0854
H 19.28448 24.59338 10.71599  0.0799
C 17.30652 17.30535 16.53691  -0.0853
O 17.91207 16.21613 17.21401  -0.2380
C 19.15460 16.55694 17.81973  -0.1860
C 19.50381 15.36436 18.74792  -0.1814
N 18.50647 15.25502 19.84681  -0.0394
C 18.92787 14.23707 20.86546  -0.1786
C 17.77752 13.97943 21.79825  -0.2380
O 16.60487 13.33296 21.27850  -0.1817
C 15.60276 13.20330 22.30498  -0.0979
H 17.07211 18.04911 17.29847  0.0707
H 16.35605 17.01401 16.08986  0.1028
H 17.93892 17.84953 15.83545  0.0820
H 19.11213 17.50857 18.34954  0.1028
H 19.89341 16.64489 17.02315  0.1037
H 20.49656 15.50039 19.17693  0.1028
H 19.40839 14.46131 18.14502  0.1157
H 17.67369 14.99451 19.33817  0.1004
H 19.65732 14.78388 21.46295  0.1057
H 19.27868 13.28525 20.46660  0.1212
H 17.46814 14.95812 22.16507  0.0981
H 18.10805 13.41316 22.66899  0.1207
H 15.13928 14.17238 22.48988  0.0698
H 15.83098 12.73882 23.26429  0.0887
H 14.83031 12.62619 21.79668  0.0872
C 15.01484 19.64882 18.79796  -0.0623
O 14.25162 20.46551 19.70659  -0.2370
C 12.90881 20.09197 19.75431  -0.2136
C 12.65025 18.71000 20.42585  -0.2006
N 12.97216 18.77519 21.84473  -0.0376
C 13.08140 17.40057 22.43078  -0.1753
C 13.41665 17.46941 23.91031  -0.2107
O 13.74309 16.19244 24.41784  -0.2029
C 12.69932 15.22793 24.51807  -0.1150
H 15.27743 18.76719 19.38266  0.0743
H 15.98021 20.11805 18.60830  0.0731
H 14.48493 19.37048 17.88702  0.1018
H 12.50409 20.17060 18.74529  0.1180
H 12.29763 20.85843 20.23084  0.1206
H 13.20370 17.94824 19.87675  0.1096
H 11.58279 18.51105 20.33069  0.1177
H 13.91062 19.14844 21.83569  0.0449
H 13.92401 16.85216 22.00966  0.1020
H 12.14424 16.88357 22.22454  0.1204
H 12.56607 17.73905 24.53634  0.1176
H 14.23714 18.13473 24.17908  0.1161
H 13.03192 14.43652 25.18975  0.0860
H 12.36416 14.71682 23.61556  0.0771
H 11.77736 15.64503 24.92319  0.0832
C 22.03227 18.76850 14.64383  -0.1022
O 22.56252 19.00330 15.92140  -0.1803
C 23.11842 20.27216 16.08809  -0.2254
C 22.12491 21.33279 16.48883  -0.2177
N 21.67845 21.22719 17.84492  -0.0131
C 20.59174 20.26198 17.94290  -0.1678
C 19.75956 20.60922 19.20238  -0.2074
O 18.83587 21.63307 18.97973  -0.2104
C 17.92366 21.86359 20.05796  -0.0876
H 22.79753 18.64036 13.87828  0.0744
H 21.45332 19.64872 14.36430  0.0724
H 21.30669 17.96118 14.54447  0.0768
H 23.63189 20.68562 15.22005  0.1009
H 23.88812 20.19143 16.85566  0.1089
H 21.29759 21.32698 15.77918  0.0908
H 22.67980 22.26166 16.35687  0.1119
H 21.58770 22.11006 18.32699  0.0729
H 20.98572 19.25079 18.04469  0.0949
H 19.90382 20.32717 17.09992  0.1061
H 20.40262 20.87247 20.04219  0.1120
H 19.17768 19.70907 19.40051  0.1023
H 18.49658 21.91025 20.98408  0.0611
H 17.18601 21.08331 20.24540  0.0599
H 17.41179 22.82016 19.95283  0.0779
C 21.57129 20.74677 23.33233  -0.0417
C 20.31296 21.58334 23.74919  -0.3983
C 20.24865 21.91722 25.26270  -0.1828
O 20.30332 20.78069 26.12558  -0.1908
C 20.29283 21.17367 27.47432  -0.1233
N 20.28687 22.79765 22.97459  0.0544
H 21.53887 20.48730 22.27416  0.0427
H 21.65784 19.85336 23.95074  0.0772
H 22.45834 21.38019 23.33766  0.0775
H 19.47102 20.97863 23.41221  0.1175
H 19.28269 22.41092 25.36887  0.1019
H 21.03145 22.60606 25.58026  0.1251
H 20.42713 20.27269 28.07290  0.0862
H 19.30882 21.57087 27.72346  0.0865
H 21.11721 21.84708 27.70887  0.0869
H 19.34878 23.17154 22.95768  0.0128
H 20.46655 22.59355 22.00188  0.0228
C 17.82250 25.06994 24.70095  -0.0303
C 17.72166 25.16937 23.13402  -0.4075
C 18.88575 25.88097 22.43907  -0.1804
O 19.03725 27.15788 23.06327  -0.1991
C 20.18435 27.91877 22.83053  -0.1029
N 17.54309 23.86611 22.61171  0.0534
H 17.95552 26.07049 25.11241  0.0718
H 18.73722 24.54169 24.96992  0.0569
H 16.98056 24.61230 25.22036  0.0749
H 16.84680 25.80376 22.99165  0.1323
H 18.78936 25.85022 21.35377  0.1045
H 19.80378 25.30001 22.52743  0.0980
H 20.93928 27.21548 23.18204  0.0831
H 20.13581 28.80582 23.46209  0.0937
H 20.43907 28.05761 21.77984  0.0798
H 16.91003 23.80166 21.82738  0.0421
H 17.08289 23.32653 23.33086  0.0621
C 18.05689 15.70492 13.10631  -0.0631
C 18.66962 14.60881 13.94276  -0.4399
C 20.08927 14.93409 14.37877  -0.2134
O 20.89195 14.98496 13.21575  -0.1946
C 22.29927 15.11551 13.53855  -0.0638
N 17.78258 14.44623 15.08209  0.0593
H 18.59811 15.80275 12.16525  0.0678
H 18.15990 16.67952 13.58343  0.0655
H 16.98418 15.66074 12.91807  0.0807
H 18.61632 13.66432 13.40127  0.1425
H 20.39006 14.15356 15.07762  0.1253
H 20.02952 15.88072 14.91583  0.1056
H 22.59918 14.51061 14.39427  0.0842
H 22.37466 16.18719 13.72270  0.0627
H 22.86588 14.83234 12.65150  0.0803
H 18.06793 15.10611 15.79148  0.0180
H 18.06478 13.53136 15.40376  0.0693